Record 1
{"formula": "C47H71N6O4S", "method": "the ωB97M-V functional and the def2-TZVPD basis", "gap_ev": 8.2, "lumo_ev": -2.24, "e_homo_ev": -10.438, "charge": 1, "elements": ["C", "C", "C", "C", "C", "C", "C", "C", "C", "C", "N", "C", "C", "C", "S", "O", "O", "O", "C", "C", "C", "C", "C", "C", "C", "C", "C", "C", "N", "C", "C", "C", "C", "O", "H", "H", "H", "H", "H", "H", "H", "H", "H", "H", "H", "H", "H", "H", "H", "H", "H", "H", "H", "H", "H", "H", "H", "H", "H", "H", "H", "H", "H", "H", "H", "H", "H", "H", "H", "H", "H", "H", "H", "H", "H", "H", "H", "H", "H", "H", "H", "H", "H", "H", "H", "N", "C", "C", "C", "C", "C", "H", "H", "H", "H", "H", "N", "C", "C", "C", "C", "C", "H", "H", "H", "H", "H", "N", "C", "C", "C", "C", "C", "H", "H", "H", "H", "H", "N", "C", "C", "C", "C", "C", "H", "H", "H", "H", "H"], "coordinates": [[4.379, -2.300, 0.991], [5.158, -2.806, -0.227], [5.831, -1.653, -0.985], [5.889, -1.970, -2.493], [5.201, -0.857, -3.316], [3.700, -1.186, -3.457], [2.905, -0.574, -2.272], [1.848, -1.558, -1.741], [0.586, -0.916, -1.177], [0.877, 0.381, -0.439], [-0.373, 0.953, 0.203], [-1.253, 1.461, -0.904], [-1.324, 2.994, -0.849], [-2.160, 3.487, -2.024], [-1.275, 3.858, -3.545], [-1.751, 5.096, -4.058], [-1.414, 2.741, -4.431], [0.282, 4.065, -3.238], [-0.936, -0.167, 1.035], [-1.921, 0.293, 2.109], [-1.150, 1.202, 3.100], [-3.143, 1.088, 1.631], [-4.244, 0.297, 0.891], [-1.332, -1.339, 0.134], [-1.976, -2.488, 0.906], [-1.677, -3.858, 0.291], [-1.896, -3.955, -1.231], [-3.112, -3.194, -1.803], [-2.732, -2.375, -2.950], [-2.234, -2.919, -4.093], [-1.916, -1.913, -4.984], [-2.251, -0.700, -4.336], [-2.748, -1.009, -3.089], [-0.109, -1.855, -0.387], [4.246, -3.106, 1.710], [3.374, -2.009, 0.684], [4.904, -1.476, 1.463], [4.452, -3.329, -0.871], [5.919, -3.522, 0.077], [5.232, -0.763, -0.809], [6.825, -1.455, -0.593], [6.920, -2.087, -2.819], [5.379, -2.908, -2.691], [5.271, 0.058, -2.730], [5.678, -0.680, -4.275], [3.299, -0.852, -4.412], [3.583, -2.267, -3.439], [2.445, 0.336, -2.651], [3.596, -0.378, -1.460], [1.513, -2.148, -2.591], [2.248, -2.262, -1.013], [-0.046, -0.692, -2.047], [1.198, 1.131, -1.154], [1.627, 0.282, 0.345], [-0.068, 1.753, 0.757], [-0.864, 1.220, -1.888], [-2.260, 1.071, -0.840], [-0.306, 3.375, -0.954], [-1.690, 3.362, 0.105], [-2.911, 2.762, -2.324], [-2.703, 4.397, -1.793], [0.643, 3.182, -3.061], [-0.081, -0.574, 1.576], [-2.278, -0.538, 2.708], [-1.659, 1.248, 4.056], [-0.187, 0.730, 3.307], [-0.946, 2.192, 2.692], [-2.880, 1.958, 1.035], [-3.603, 1.497, 2.528], [-3.891, -0.559, 0.328], [-5.048, 0.054, 1.577], [-4.695, 0.973, 0.164], [-2.003, -1.034, -0.669], [-3.048, -2.376, 1.035], [-1.564, -2.489, 1.918], [-0.657, -4.147, 0.522], [-2.304, -4.598, 0.788], [-2.030, -5.009, -1.469], [-0.977, -3.670, -1.727], [-3.808, -3.938, -2.178], [-3.660, -2.609, -1.071], [-2.083, -3.968, -4.268], [-1.486, -2.066, -5.954], [-2.121, 0.293, -4.730], [-3.091, -0.352, -2.313], [3.119, 1.216, 2.252], [2.819, 1.487, 3.526], [2.691, 2.777, 4.023], [2.884, 3.841, 3.158], [3.201, 3.578, 1.833], [3.312, 2.256, 1.435], [2.680, 0.628, 4.175], [2.446, 2.939, 5.064], [2.789, 4.861, 3.508], [3.364, 4.384, 1.124], [3.560, 2.004, 0.407], [3.553, 6.258, -0.689], [4.192, 7.419, -0.555], [4.368, 8.322, -1.591], [3.854, 8.003, -2.837], [3.186, 6.799, -2.996], [3.063, 5.969, -1.894], [4.581, 7.629, 0.435], [4.894, 9.252, -1.424], [3.971, 8.681, -3.672], [2.768, 6.511, -3.950], [2.543, 5.020, -1.973], [-7.553, -0.862, 2.358], [-8.676, -1.505, 2.039], [-9.297, -2.428, 2.866], [-8.720, -2.704, 4.095], [-7.551, -2.047, 4.445], [-7.014, -1.141, 3.545], [-9.094, -1.261, 1.069], [-10.209, -2.916, 2.554], [-9.174, -3.419, 4.769], [-7.067, -2.232, 5.394], [-6.101, -0.603, 3.784], [1.072, -2.307, 4.319], [1.116, -2.449, 2.996], [0.937, -3.659, 2.343], [0.704, -4.790, 3.111], [0.659, -4.662, 4.490], [0.847, -3.403, 5.042], [1.309, -1.539, 2.434], [0.981, -3.712, 1.262], [0.562, -5.755, 2.642], [0.482, -5.518, 5.126], [0.816, -3.258, 6.116]], "forces_ev_per_angstrom": [[0.2, -0.7, -0.1], [0.1, 0.5, 0.6], [-0.5, -1.0, -0.4], [0.3, 1.0, -0.2], [-0.4, -0.5, 0.2], [0.4, 0.3, 0.4], [-0.2, -1.1, -0.4], [-0.4, 0.2, -0.5], [-0.2, 0.1, -0.5], [0.2, 0.2, 0.2], [0.3, -0.9, -1.3], [-0.6, 1.5, 0.2], [0.5, -0.5, -0.4], [0.1, 0.4, 0.4], [-1.0, 0.4, -2.3], [0.3, 0.4, 0.8], [0.5, -0.7, 0.8], [-0.5, -0.3, 0.8], [-0.8, -0.7, 0.9], [0.0, 1.9, 0.1], [0.5, -1.0, -0.3], [-0.6, -0.7, 0.0], [0.1, 1.1, -0.1], [0.1, -0.2, 0.2], [0.5, -0.3, 0.5], [-0.4, 0.0, -0.3], [-0.1, -0.3, 0.5], [0.4, -0.5, -0.5], [-0.2, -0.1, 0.2], [0.5, 0.3, -0.9], [-0.3, -0.2, 0.9], [0.2, 0.3, 0.0], [0.2, -0.2, -0.3], [0.3, 0.2, 0.0], [0.0, 0.0, 0.2], [0.0, 0.4, 0.1], [-0.2, 0.2, 0.2], [0.1, -0.1, -0.2], [0.0, -0.2, 0.0], [0.2, 0.2, 0.0], [0.1, 0.0, 0.2], [0.1, 0.0, 0.0], [0.1, -0.2, -0.1], [0.2, 0.3, -0.3], [0.0, -0.1, -0.1], [-0.1, 0.1, 0.0], [-0.1, -0.1, -0.1], [0.0, 0.3, 0.2], [-0.1, 0.5, 0.0], [-0.1, -0.3, 0.0], [0.2, 0.1, 0.1], [-0.1, 0.2, 0.0], [0.3, 0.1, 0.0], [0.0, -0.1, 0.1], [-0.2, -0.1, 0.4], [0.2, -0.6, 0.1], [0.0, -0.3, 0.2], [0.1, 0.2, 0.2], [-0.2, 0.0, 0.0], [0.0, -0.2, -0.2], [0.1, 0.2, 0.1], [0.3, 0.0, -0.3], [0.1, 0.2, 0.0], [0.1, -0.5, -0.3], [-0.2, 0.4, 0.0], [0.1, 0.1, 0.1], [-0.2, 0.2, 0.1], [0.4, 0.1, 0.1], [0.0, 0.2, 0.1], [0.0, -0.3, 0.1], [-0.1, -0.6, -0.1], [-0.2, 0.0, -0.1], [0.2, 0.1, -0.2], [-0.1, 0.3, -0.1], [0.0, -0.1, 0.1], [-0.1, 0.0, -0.2], [-0.2, 0.0, 0.2], [0.0, -0.1, 0.0], [-0.1, 0.3, -0.2], [-0.3, 0.0, 0.0], [0.1, 0.3, 0.0], [-0.2, -0.2, 0.4], [0.0, 0.1, -0.2], [-0.1, 0.1, 0.0], [-0.3, -0.1, 0.1], [-0.2, 0.1, 0.0], [0.1, -0.1, -0.1], [0.0, 0.0, 0.0], [0.0, 0.0, 0.0], [0.0, 0.2, -0.1], [-0.1, -0.2, 0.1], [0.0, 0.0, 0.0], [0.0, 0.0, 0.0], [0.0, 0.0, 0.0], [0.0, 0.0, 0.0], [0.1, 0.1, 0.0], [0.0, -0.1, 0.0], [0.0, 0.0, 0.1], [0.0, 0.0, 0.0], [0.0, 0.0, 0.0], [0.0, 0.0, 0.0], [0.0, 0.0, 0.1], [0.0, 0.0, 0.0], [0.0, 0.0, 0.0], [0.0, 0.0, 0.0], [0.0, 0.0, 0.0], [0.0, 0.0, -0.1], [0.1, -0.1, 0.1], [0.0, 0.1, -0.1], [0.0, 0.0, 0.0], [0.0, 0.0, 0.0], [0.0, 0.0, 0.0], [0.0, 0.1, -0.1], [0.0, 0.0, 0.0], [0.0, 0.0, 0.0], [0.0, 0.0, 0.0], [0.0, 0.0, 0.0], [0.0, 0.0, 0.1], [-0.1, 0.1, -0.1], [0.0, 0.0, 0.1], [0.2, 0.0, 0.0], [0.0, 0.0, 0.0], [0.0, 0.0, -0.1], [0.0, 0.1, 0.1], [0.2, -0.1, 0.0], [0.2, 0.1, 0.2], [0.0, 0.0, 0.0], [0.0, 0.0, 0.0], [0.0, -0.1, 0.0]], "lowdin_charge": [-0.11, -0.25, -0.20, -0.19, -0.19, -0.18, -0.17, -0.10, -0.30, -0.04, 0.03, -0.12, -0.17, -0.19, 0.59, -0.24, -0.28, -0.15, -0.17, -0.28, -0.03, -0.19, -0.05, -0.26, -0.12, -0.17, -0.15, -0.11, -0.11, -0.10, -0.07, -0.09, -0.12, -0.06, 0.07, 0.04, 0.07, 0.09, 0.11, 0.07, 0.12, 0.11, 0.09, 0.10, 0.10, 0.11, 0.10, 0.11, 0.08, 0.12, 0.11, 0.15, 0.12, 0.12, 0.17, 0.12, 0.10, 0.11, 0.12, 0.11, 0.11, 0.08, 0.12, 0.15, 0.09, 0.07, 0.08, 0.08, 0.12, 0.04, 0.05, 0.08, 0.10, 0.11, 0.11, 0.07, 0.12, 0.11, 0.10, 0.13, 0.11, 0.12, 0.09, 0.08, 0.09, 0.05, -0.15, -0.06, -0.07, -0.06, -0.17, 0.10, 0.11, 0.11, 0.08, 0.10, 0.04, -0.15, -0.06, -0.07, -0.06, -0.16, 0.11, 0.11, 0.11, 0.11, 0.08, 0.05, -0.15, -0.07, -0.07, -0.07, -0.17, 0.10, 0.10, 0.11, 0.10, 0.09, 0.06, -0.17, -0.09, -0.06, -0.06, -0.14, 0.08, 0.09, 0.11, 0.11, 0.11]}

Record 2
{"formula": "C47H74CsGeN6SSi6", "method": "the ωB97M-V functional and the def2-TZVPD basis", "gap_ev": [3.9, 5.5], "de_lowest_kj_mol": 48.8, "lumo_ev": [3.43, 3.43], "multiplicity": 2, "e_homo_ev": [-0.466, -2.092], "charge": -2, "elements": ["Cs", "S", "N", "C", "C", "C", "C", "C", "N", "C", "C", "N", "C", "C", "C", "C", "C", "N", "H", "H", "H", "H", "H", "H", "C", "Si", "C", "C", "C", "C", "C", "C", "C", "Si", "C", "C", "H", "H", "H", "H", "H", "H", "H", "H", "H", "H", "H", "H", "H", "H", "H", "H", "C", "C", "C", "C", "N", "C", "C", "H", "H", "H", "H", "H", "H", "H", "C", "Si", "C", "C", "Ge", "Si", "C", "C", "C", "Si", "C", "C", "C", "H", "H", "H", "H", "H", "H", "H", "H", "H", "H", "H", "H", "H", "H", "H", "H", "H", "H", "H", "H", "H", "H", "H", "H", "H", "H", "H", "C", "C", "C", "C", "C", "N", "H", "H", "H", "H", "H", "H", "H", "H", "H", "C", "Si", "C", "C", "C", "C", "H", "H", "H", "H", "H", "H", "H", "H", "H"], "coordinates": [[-1.117, 0.541, -0.961], [-0.025, 4.285, -8.594], [-0.081, 2.692, -8.093], [-0.076, 2.747, -6.751], [-0.108, 1.605, -5.881], [-0.154, 0.287, -6.375], [-0.176, -0.768, -5.500], [-0.144, -0.492, -4.122], [-0.104, 0.725, -3.634], [-0.091, 1.775, -4.480], [-0.066, 3.112, -3.913], [-0.078, 3.241, -2.567], [-0.050, 4.450, -2.054], [-0.010, 5.622, -2.830], [-0.002, 5.507, -4.195], [-0.031, 4.228, -4.782], [-0.030, 4.045, -6.204], [0.005, 5.043, -7.106], [-0.172, 0.145, -7.448], [-0.204, -1.794, -5.844], [-0.142, -1.309, -3.400], [-0.055, 4.516, -0.969], [0.010, 6.588, -2.343], [0.024, 6.372, -4.846], [1.334, 0.097, 3.702], [-0.261, 1.085, 3.697], [-1.695, -0.084, 3.411], [-0.401, 2.112, 5.294], [-0.451, 1.832, 6.661], [-0.489, 2.867, 7.580], [-0.478, 4.193, 7.147], [-0.434, 4.486, 5.794], [-0.394, 3.451, 4.857], [-0.312, 3.328, 2.960], [1.224, 4.175, 2.277], [-1.821, 4.062, 2.131], [1.243, -0.721, 4.422], [2.194, 0.704, 3.993], [1.533, -0.358, 2.727], [-1.980, -0.551, 4.359], [-1.396, -0.876, 2.718], [-2.556, 0.417, 2.968], [-0.459, 0.805, 7.013], [-0.524, 2.651, 8.642], [-0.507, 4.995, 7.877], [-0.432, 5.522, 5.472], [1.058, 5.255, 2.237], [1.445, 3.830, 1.266], [2.103, 3.982, 2.895], [-2.069, 5.012, 2.616], [-2.683, 3.395, 2.170], [-1.636, 4.256, 1.073], [6.389, 2.787, -0.571], [4.934, 2.431, -0.455], [4.393, 1.947, 0.727], [3.049, 1.608, 0.770], [2.223, 1.731, -0.262], [2.741, 2.199, -1.398], [4.074, 2.554, -1.539], [6.926, 2.554, 0.349], [6.515, 3.851, -0.781], [6.855, 2.232, -1.387], [5.012, 1.805, 1.606], [2.620, 1.210, 1.682], [2.054, 2.281, -2.230], [4.432, 2.912, -2.497], [5.344, -3.862, 1.036], [4.351, -2.249, 0.863], [4.634, -1.402, 2.541], [5.323, -1.229, -0.412], [2.020, -2.284, 0.314], [2.282, -3.341, -1.820], [3.510, -4.768, -2.097], [2.841, -2.042, -3.086], [0.636, -4.057, -2.446], [1.331, -4.181, 1.590], [2.081, -5.910, 1.329], [1.471, -3.868, 3.456], [-0.526, -4.444, 1.289], [6.364, -3.628, 1.365], [5.403, -4.417, 0.099], [4.896, -4.523, 1.781], [5.707, -1.324, 2.754], [4.167, -1.969, 3.350], [4.204, -0.400, 2.564], [6.234, -0.811, 0.030], [4.727, -0.407, -0.812], [5.617, -1.860, -1.255], [4.542, -4.437, -1.956], [3.412, -5.125, -3.129], [3.338, -5.610, -1.424], [3.920, -1.885, -3.008], [2.363, -1.075, -2.923], [2.622, -2.363, -4.110], [0.473, -5.052, -2.019], [0.653, -4.160, -3.537], [-0.218, -3.438, -2.169], [3.143, -5.941, 1.575], [1.977, -6.235, 0.291], [1.558, -6.634, 1.965], [2.506, -3.701, 3.764], [1.081, -4.720, 4.024], [0.901, -2.979, 3.734], [-0.717, -4.618, 0.227], [-1.076, -3.542, 1.571], [-0.912, -5.294, 1.863], [-3.649, -5.490, -1.027], [-4.130, -4.103, -0.585], [-5.437, -3.729, -1.292], [-4.312, -4.058, 0.937], [-3.108, -3.110, -0.955], [-2.307, -2.332, -1.215], [-4.403, -6.229, -0.748], [-2.709, -5.747, -0.540], [-3.501, -5.529, -2.107], [-6.210, -4.448, -1.013], [-5.317, -3.749, -2.375], [-5.766, -2.732, -1.000], [-5.066, -4.794, 1.224], [-4.640, -3.070, 1.261], [-3.377, -4.295, 1.443], [-7.601, 1.096, 0.452], [-6.288, 2.424, 0.167], [-6.490, 3.027, -1.606], [-6.708, 3.870, 1.304], [-4.634, 1.798, 0.484], [-3.490, 1.383, 0.713], [-8.610, 1.502, 0.334], [-7.510, 0.679, 1.457], [-7.475, 0.276, -0.259], [-7.508, 3.384, -1.790], [-6.273, 2.225, -2.314], [-5.797, 3.844, -1.814], [-7.749, 4.183, 1.179], [-6.064, 4.725, 1.087], [-6.550, 3.597, 2.349]], "forces_ev_per_angstrom": [[0.4, 0.0, 0.6], [0.0, 0.0, 0.0], [0.0, 0.1, 0.0], [0.0, -0.1, -0.1], [0.0, -0.1, -0.1], [0.0, 0.0, 0.0], [0.0, 0.0, 0.0], [0.0, -0.1, -0.1], [0.2, 0.0, -0.4], [0.0, 0.1, 0.1], [0.0, -0.2, -0.1], [-0.1, 0.1, -0.1], [0.0, 0.0, 0.0], [0.0, 0.0, 0.0], [0.0, -0.1, 0.0], [0.0, 0.1, 0.0], [0.0, 0.1, 0.0], [0.0, -0.1, 0.0], [0.0, 0.0, 0.0], [0.0, 0.0, 0.0], [0.0, 0.0, -0.1], [0.0, 0.0, 0.0], [0.0, 0.0, 0.0], [0.0, 0.0, 0.0], [0.0, 0.0, 0.0], [0.0, 0.0, 0.0], [0.0, 0.0, 0.0], [0.0, -0.1, 0.0], [0.0, 0.0, 0.0], [0.0, 0.1, 0.0], [0.0, 0.0, 0.0], [0.0, 0.0, -0.1], [0.0, 0.1, 0.0], [0.0, 0.0, 0.0], [0.0, 0.0, 0.0], [0.0, 0.0, 0.0], [0.0, 0.0, 0.0], [0.0, 0.0, 0.0], [0.0, 0.0, 0.0], [0.0, 0.0, 0.0], [0.0, 0.0, 0.0], [0.0, 0.0, 0.0], [0.0, 0.0, 0.0], [0.0, 0.0, 0.0], [0.0, 0.0, 0.0], [0.0, 0.0, 0.0], [0.0, 0.0, 0.0], [0.0, 0.0, 0.0], [0.0, 0.0, 0.0], [0.0, 0.0, 0.0], [0.0, 0.0, 0.0], [0.0, 0.0, 0.0], [0.0, 0.0, 0.0], [0.0, 0.0, 0.0], [0.0, 0.0, 0.0], [0.0, 0.0, 0.0], [-0.1, 0.1, 0.0], [0.1, -0.1, 0.0], [0.0, 0.0, 0.0], [0.0, 0.0, 0.0], [0.0, 0.0, 0.0], [0.0, 0.0, 0.0], [0.0, 0.0, 0.0], [0.0, 0.0, 0.0], [0.0, 0.0, 0.0], [0.0, 0.0, 0.0], [0.0, 0.0, 0.1], [-0.1, 0.0, 0.0], [0.0, 0.0, 0.0], [0.0, -0.1, 0.0], [0.0, -0.1, 0.0], [0.0, 0.1, 0.1], [0.0, 0.0, -0.1], [0.0, 0.0, 0.0], [0.0, 0.0, 0.0], [0.0, 0.0, -0.1], [0.0, 0.0, 0.0], [0.0, -0.1, 0.0], [0.0, 0.0, 0.0], [0.0, 0.0, 0.0], [0.0, 0.0, 0.0], [0.0, 0.0, 0.0], [0.0, 0.0, 0.0], [0.0, 0.0, 0.0], [0.0, 0.0, 0.0], [0.0, 0.0, 0.0], [0.0, 0.0, 0.0], [0.0, 0.0, 0.0], [0.0, 0.0, 0.0], [0.0, 0.0, 0.0], [0.0, 0.0, 0.0], [0.0, 0.0, 0.0], [0.0, 0.0, 0.0], [0.0, 0.0, 0.0], [0.0, 0.0, 0.0], [0.0, 0.0, 0.0], [0.0, 0.0, 0.0], [0.0, 0.0, 0.0], [0.0, 0.0, 0.0], [0.0, 0.0, 0.0], [0.0, 0.0, 0.0], [0.0, 0.0, 0.0], [0.0, 0.0, 0.0], [0.0, 0.0, 0.0], [0.0, 0.0, 0.0], [0.0, 0.0, 0.0], [0.0, 0.0, 0.0], [0.0, 0.0, 0.0], [0.0, 0.0, 0.0], [0.0, 0.0, 0.0], [0.0, 0.0, 0.1], [0.0, -0.1, -0.2], [0.0, 0.0, 0.0], [0.0, 0.0, 0.0], [0.0, 0.0, 0.0], [0.0, 0.0, 0.0], [0.0, 0.0, 0.0], [0.0, 0.0, 0.0], [0.0, 0.0, 0.0], [0.0, 0.0, 0.0], [0.0, 0.0, 0.0], [0.0, 0.0, 0.0], [0.1, 0.0, 0.0], [0.0, 0.0, 0.0], [0.0, 0.0, 0.0], [-0.1, 0.0, 0.0], [-0.3, 0.1, 0.2], [0.0, 0.0, 0.0], [0.0, 0.0, 0.0], [0.0, 0.0, 0.0], [0.0, 0.0, 0.0], [0.0, 0.0, 0.0], [0.0, 0.0, 0.0], [0.0, 0.0, 0.0], [0.0, 0.0, 0.0], [0.0, 0.0, 0.0]], "lowdin_charge": [0.70, 0.76, -0.30, -0.37, -0.10, -0.01, -0.06, -0.20, -0.05, -0.17, -0.17, 0.06, -0.16, -0.07, -0.02, -0.10, -0.37, -0.30, 0.10, 0.10, 0.08, 0.09, 0.09, 0.10, -0.22, 0.58, -0.20, -0.29, -0.10, -0.11, -0.11, -0.10, -0.30, 0.58, -0.21, -0.20, 0.02, 0.03, -0.02, 0.02, 0.02, -0.02, 0.10, 0.09, 0.09, 0.10, 0.03, 0.00, 0.02, 0.03, -0.01, 0.02, -0.05, -0.29, -0.04, -0.17, 0.08, -0.13, -0.02, 0.07, 0.08, 0.08, 0.11, 0.07, 0.08, 0.11, -0.23, 0.23, -0.24, -0.23, 0.52, 0.23, -0.23, -0.24, -0.24, 0.22, -0.23, -0.24, -0.26, 0.02, 0.00, 0.00, 0.02, 0.01, -0.01, 0.02, 0.00, 0.01, 0.00, 0.02, 0.00, 0.01, 0.00, 0.02, 0.01, 0.02, -0.02, 0.00, 0.00, 0.01, 0.01, 0.02, 0.00, 0.00, 0.01, 0.03, -0.04, -0.59, -0.04, -0.03, -0.17, 0.15, 0.08, 0.08, 0.09, 0.08, 0.09, 0.09, 0.09, 0.10, 0.07, -0.21, 0.35, -0.20, -0.21, -0.35, -0.33, 0.01, 0.02, 0.01, 0.02, 0.02, 0.02, 0.01, 0.02, 0.02]}

Number 1: DFT total energy -2860.90139 Eh. Number 2: DFT total energy -6396.24819 Eh.